The following is a DFT calculation (wB97M-V/def2-TZVPD) of C16H12Cl2FeO5S as an isolated structure.

The geometry in XYZ format:
```
37
Properties=species:S:1:pos:R:3:lowdin_spin:R:1
O -2.716 -5.142 -2.942 -0.05
C -1.702 -4.854 -2.511 -0.02
Fe -0.044 -4.306 -1.819 2.58
C -0.314 -5.335 -0.250 0.00
O -0.469 -5.939 0.703 -0.04
C 0.829 -5.772 -2.649 0.00
O 1.365 -6.642 -3.153 -0.04
C -0.629 -2.431 -0.998 0.13
C -0.748 -2.322 -2.511 0.07
C 0.456 -2.846 -3.282 0.13
C 1.616 -3.220 -2.623 0.01
C 1.693 -3.220 -1.189 0.13
C 0.564 -2.815 -0.404 0.01
H -1.474 -2.133 -0.377 0.00
H -1.704 -2.739 -2.890 0.02
H -0.831 -1.235 -2.747 0.05
H 0.424 -2.853 -4.374 0.00
H 2.480 -3.554 -3.199 0.00
H 2.614 -3.536 -0.695 0.01
H 0.637 -2.849 0.684 0.00
Cl -1.511 6.961 5.163 0.00
C -0.946 5.970 3.866 0.00
C -1.852 5.276 3.082 0.00
C -1.399 4.500 2.037 0.01
C -0.050 4.419 1.770 0.00
S 0.513 3.413 0.392 0.03
C 0.884 1.901 1.273 0.66
Cl 0.763 0.392 0.494 0.19
O -0.697 3.146 -0.467 0.03
O 1.814 4.013 -0.069 0.05
C 0.853 5.110 2.549 0.00
C 0.409 5.887 3.597 0.00
H -2.905 5.357 3.300 0.00
H -2.091 3.968 1.407 0.00
H 1.163 1.935 2.302 0.03
H 1.903 5.054 2.316 0.00
H 1.101 6.439 4.214 0.00
```

## Properties
Highest occupied orbital energy (spin up / spin down) (hartree): -0.2257 / -0.2841
LUMO energy (spin up / spin down) (eV): 0.04 / -1.37
Spin multiplicity: 5
Maximum force (eV Å⁻¹): 3.796
ΔE to the lowest compared entry with this formula, charge and spin (kcal/mol): 0.0


The following is a DFT calculation (wB97M-V/def2-TZVPD) of one molecule with the formula C5H11N3.

The geometry in XYZ format:
```
19
Properties=species:S:1:pos:R:3:mulliken_charge:R:1
C -0.029 -1.827 -0.741 -1.23
C -0.314 -0.592 0.085 0.26
C -1.806 -0.472 0.604 -0.94
C -1.335 0.453 -0.477 -0.09
C 2.073 0.628 -0.596 -0.39
H -0.888 -2.083 -1.356 0.35
H 0.939 -1.593 -1.191 0.33
H 0.126 -2.630 -0.002 0.30
H -2.499 -1.207 0.173 0.27
H -1.818 0.079 1.551 0.37
H -1.576 0.191 -1.502 0.31
H -1.668 2.545 -0.316 0.21
H -0.271 2.195 0.520 0.25
H 0.739 -0.986 1.618 0.39
H 3.103 0.774 -0.942 0.28
H 1.128 0.746 -1.182 0.35
N -0.907 1.865 -0.267 -0.51
N 0.586 -0.138 1.032 0.04
N 1.916 0.105 0.575 -0.55
```

## Properties
Highest occupied orbital energy (hartree): -0.3163
LUMO energy (eV): 1.06
Maximum force (eV Å⁻¹): 5.299
ΔE to the lowest compared entry with this formula, charge and spin (kcal/mol): 79.9


The following is a DFT calculation (wB97M-V/def2-TZVPD) of an isolated ion of composition C5H10N3 and charge +1.

The geometry in XYZ format:
```
18
Properties=species:S:1:pos:R:3:mulliken_charge:R:1
C 2.154 0.619 -0.749 -0.36
C 0.795 0.582 -0.898 -0.04
C 1.323 -0.765 0.801 -0.11
C -1.956 -0.550 -0.928 -1.12
C -1.161 -0.356 0.509 -0.32
N 2.479 -0.233 0.335 -0.07
N 0.306 -0.281 0.055 0.17
N -1.633 0.770 1.193 -0.48
H 2.908 1.081 -1.500 0.33
H 0.292 1.325 -1.588 0.27
H 1.326 -1.490 1.604 0.38
H -1.562 0.338 -1.513 0.32
H -1.736 -1.594 -1.210 0.31
H -2.940 -0.370 -0.735 0.46
H -1.139 -1.197 1.149 0.47
H 3.350 -0.370 0.859 0.27
H -1.092 0.894 2.016 0.25
H -1.713 1.599 0.599 0.26
```

## Properties
Highest occupied orbital energy (hartree): -0.5205
LUMO energy (eV): -3.33
Net charge: +1
Maximum force (eV Å⁻¹): 4.754
ΔE to the lowest compared entry with this formula, charge and spin (kcal/mol): 30.5


The following is a DFT calculation (wB97M-V/def2-TZVPD) of one molecule with the formula CH4BF.

The geometry in XYZ format:
```
7
Properties=species:S:1:pos:R:3:lowdin_spin:R:1
B -0.560 -0.590 -0.045 0.99
C 0.750 0.366 0.109 0.50
F 1.998 -0.255 -0.091 0.10
H -1.781 -0.333 -0.025 0.06
H -0.089 -1.649 0.296 0.25
H 0.748 0.577 1.211 0.05
H 0.782 1.219 -0.546 0.05
```

## Properties
Highest occupied orbital energy (spin up / spin down) (hartree): -0.2409 / -0.4340
LUMO energy (spin up / spin down) (eV): 0.81 / -4.39
Spin multiplicity: 3
Maximum force (eV Å⁻¹): 4.498
ΔE to the lowest compared entry with this formula, charge and spin (kcal/mol): 17.5


The following is a DFT calculation (wB97M-V/def2-TZVPD) of C19H23F2N2O4PRuS9 as an isolated structure.

The geometry in XYZ format:
```
61
Properties=species:S:1:pos:R:3:lowdin_spin:R:1
Ru 0.456 -0.395 0.406 3.66
O -5.161 -0.302 0.114 0.00
C -4.957 1.030 0.177 0.00
C -6.034 1.911 0.257 0.00
C -5.839 3.278 0.324 0.00
C -4.556 3.799 0.288 0.00
C -3.482 2.934 0.214 0.00
C -3.653 1.553 0.170 0.00
C -2.435 0.715 0.124 0.01
O -1.307 1.267 0.191 0.09
N -2.618 -0.589 -0.007 0.02
N -1.506 -1.302 -0.116 0.12
C -1.566 -2.581 -0.201 0.05
S -3.036 -3.518 0.073 0.02
C -2.312 -5.079 -0.570 0.00
C -0.858 -5.109 -0.169 0.01
S -0.150 -3.494 -0.650 0.04
H -6.110 -0.489 0.138 0.00
H -7.042 1.510 0.277 0.00
H -6.694 3.934 0.403 0.00
H -4.405 4.868 0.320 0.00
H -2.468 3.306 0.201 0.00
H -2.428 -5.074 -1.654 0.00
H -2.866 -5.910 -0.132 0.00
H -0.287 -5.882 -0.685 0.00
H -0.754 -5.233 0.909 0.00
C -1.243 4.919 2.924 0.00
C 0.034 4.133 2.678 0.00
O -0.256 2.755 2.901 0.01
P 0.696 1.582 2.411 0.02
S -0.365 -0.072 2.816 0.12
S 1.546 1.995 0.618 0.20
O 1.898 1.694 3.490 0.01
C 3.191 1.148 3.234 0.00
C 4.257 2.186 3.539 0.00
H -1.053 5.981 2.788 0.00
H -1.604 4.742 3.936 0.00
H -2.014 4.598 2.229 0.00
H 0.826 4.442 3.370 0.00
H 0.392 4.266 1.648 0.00
H 3.263 0.858 2.178 0.00
H 3.313 0.248 3.846 0.00
H 4.109 3.065 2.915 0.00
H 5.240 1.774 3.327 0.00
H 4.212 2.484 4.583 0.00
C -0.016 -3.422 3.289 0.00
S 1.636 -4.148 3.506 0.01
C 2.161 -4.318 1.840 0.05
C 2.471 -3.301 0.993 0.03
S 2.395 -1.622 1.362 0.18
S 2.987 -3.769 -0.617 0.01
C 3.104 -5.519 -0.275 0.00
S 2.964 -6.619 -1.576 0.00
S 2.278 -5.956 1.241 0.01
H -0.373 -3.159 4.280 0.00
H -0.680 -4.153 2.838 0.00
H 0.058 -2.526 2.678 0.00
F 0.160 -0.988 -2.394 0.04
C 0.866 -0.162 -1.563 0.19
F 2.174 -0.511 -1.743 0.06
H 0.739 0.870 -1.951 0.02
```

## Properties
Highest occupied orbital energy (spin up / spin down) (hartree): -0.1157 / -0.1819
LUMO energy (spin up / spin down) (eV): 1.70 / 1.24
Net charge: -1
Spin multiplicity: 6
Maximum force (eV Å⁻¹): 3.590
ΔE to the lowest compared entry with this formula, charge and spin (kcal/mol): 60.2


The following is a DFT calculation (wB97M-V/def2-TZVPD) of C23H39Br15O9S as an isolated structure.

The geometry in XYZ format:
```
87
Properties=species:S:1:pos:R:3:mulliken_charge:R:1
C 2.093 -3.444 2.769 -0.12
C 3.178 -3.107 3.805 -0.21
O 3.314 -1.703 3.982 -0.46
C 4.357 -1.125 3.220 -0.30
C 3.908 0.138 2.536 -0.81
O 3.026 -0.191 1.463 0.02
C 3.163 0.628 0.329 -2.37
C 1.854 0.912 -0.437 2.47
C 2.144 1.090 -1.926 -1.20
C 2.736 -0.130 -2.648 0.46
C 4.253 -0.073 -2.708 0.03
O 4.815 0.885 -3.099 -0.52
O 4.938 -1.184 -2.365 -0.48
O 1.412 2.251 -0.003 -0.44
S 0.596 2.160 1.340 1.41
O 1.442 2.340 2.469 -0.73
O -0.565 2.965 1.181 -0.65
O 0.260 0.620 1.251 -0.51
C 0.578 0.071 -0.093 1.41
C -0.603 0.417 -1.002 -0.71
C -1.982 0.006 -0.445 -0.91
C -2.910 1.147 -0.001 -0.07
C -3.213 1.227 1.498 -0.62
O -3.467 -0.053 2.075 -0.53
C 0.801 -1.438 0.111 -1.65
C 0.532 -2.415 -1.064 0.97
C 1.588 -3.525 -1.017 -1.18
C -0.876 -3.051 -1.038 -1.62
H 2.517 -3.893 1.865 -0.14
H 1.575 -2.521 2.496 -0.08
H 1.367 -4.154 3.171 0.45
H 2.927 -3.533 4.778 0.37
H 4.141 -3.508 3.480 -0.02
H 4.723 -1.830 2.462 0.24
H 5.190 -0.872 3.893 0.36
H 4.795 0.653 2.148 0.46
H 3.386 0.791 3.244 0.21
H 3.900 0.182 -0.350 0.60
H 3.551 1.613 0.608 0.76
H 1.225 1.421 -2.407 -0.79
H 2.858 1.911 -2.032 1.02
H 2.421 -0.090 -3.696 0.35
H 2.383 -1.084 -2.257 -0.72
H 4.432 -1.722 -1.738 0.24
H -0.452 -0.061 -1.973 0.24
H -0.590 1.496 -1.191 0.95
H -2.493 -0.533 -1.246 0.37
H -1.879 -0.725 0.360 0.10
H -2.514 2.111 -0.334 0.15
H -3.866 1.017 -0.509 0.21
H -4.140 1.797 1.628 0.28
H -2.429 1.754 2.044 0.13
H -2.644 -0.398 2.438 0.32
H 0.175 -1.744 0.954 1.11
H 1.828 -1.579 0.450 0.39
H 0.621 -1.898 -2.024 0.19
H 2.606 -3.133 -1.118 -0.60
H 1.505 -4.084 -0.081 0.54
H 1.437 -4.233 -1.838 0.47
H -0.829 -4.111 -1.293 0.47
H -1.341 -2.959 -0.053 0.23
H -1.557 -2.561 -1.736 0.27
C -5.259 3.609 -1.942 -0.26
Br -4.220 4.729 -0.777 -0.02
Br -4.147 2.713 -3.234 -0.01
Br -6.334 2.369 -0.949 0.04
H -5.936 4.249 -2.491 0.25
C -6.506 1.344 3.896 -0.23
Br -5.195 0.695 5.137 -0.02
Br -6.888 0.068 2.514 -0.02
Br -8.112 1.899 4.802 -0.06
H -6.093 2.221 3.417 0.28
C 0.876 3.717 -4.310 -0.29
Br -0.124 2.184 -4.922 -0.06
Br 0.393 4.178 -2.510 0.02
Br 2.768 3.429 -4.503 -0.01
H 0.603 4.548 -4.944 0.39
C 6.062 -4.930 0.194 -0.41
Br 5.965 -5.146 2.103 -0.01
Br 4.347 -4.475 -0.549 0.25
Br 7.393 -3.637 -0.297 -0.02
H 6.354 -5.882 -0.226 0.42
C -9.714 4.721 -2.201 -0.32
Br -8.454 5.715 -1.140 -0.02
Br -8.819 3.764 -3.607 -0.03
Br -10.778 3.546 -1.119 0.00
H -10.381 5.433 -2.666 0.35
```

## Properties
Highest occupied orbital energy (hartree): -0.3544
LUMO energy (eV): -0.27
Maximum force (eV Å⁻¹): 1.849